(1)
DFT (ωB97M-V/def2-TZVPD) results for a structure of composition C21H26Cl3IrN7O5P2S4.

```
69
Properties=species:S:1:pos:R:3:mulliken_charge:R:1
Ir 0.42 -1.58 -2.18 1.47
C -2.17 3.38 0.74 -0.90
N -2.69 2.04 0.52 0.68
C -4.12 1.99 0.24 -1.20
P -2.02 0.65 1.09 -0.30
O -2.35 -0.56 0.33 -0.84
O -0.46 1.11 1.00 1.01
P 0.89 0.28 0.80 -1.91
O 1.02 -0.46 -0.48 0.94
N 1.06 -0.70 2.09 0.91
C 1.79 -1.96 1.97 -0.74
C 0.81 -0.29 3.47 -1.20
N 2.02 1.46 0.78 0.34
C 2.52 2.07 2.01 -0.93
C 2.09 2.33 -0.40 -0.94
N -2.29 0.42 2.71 0.72
C -2.25 1.54 3.62 -1.08
C -3.07 -0.72 3.17 -1.05
H -2.69 3.88 1.56 0.27
H -2.32 3.98 -0.17 0.38
H -1.11 3.35 0.95 0.09
H -4.70 2.43 1.06 0.30
H -4.43 0.95 0.10 0.27
H -4.33 2.54 -0.68 0.40
H 1.81 -2.29 0.94 -0.06
H 1.28 -2.72 2.57 0.36
H 2.82 -1.86 2.34 0.23
H 0.36 0.70 3.50 0.30
H 1.74 -0.27 4.04 0.43
H 0.13 -0.99 3.95 0.28
H 2.68 1.32 2.78 0.25
H 1.84 2.85 2.39 0.24
H 3.48 2.54 1.79 0.37
H 1.70 1.82 -1.27 0.06
H 3.14 2.58 -0.59 0.40
H 1.53 3.25 -0.26 0.34
H -1.56 2.31 3.26 0.27
H -1.89 1.21 4.60 0.40
H -3.23 2.00 3.76 0.25
H -3.09 -1.48 2.40 0.26
H -4.10 -0.43 3.41 0.31
H -2.62 -1.14 4.08 0.30
O -4.61 -5.43 -4.37 -0.51
C -3.68 -4.79 -3.98 0.56
S -3.37 -4.46 -2.25 -0.09
C -1.92 -3.55 -2.50 0.27
C -1.50 -3.35 -3.81 0.19
S -0.02 -2.60 -4.16 -0.34
S -2.49 -4.03 -5.06 -0.13
S -0.96 -3.06 -1.19 -0.33
Cl 7.43 -0.74 -1.77 -0.23
C 5.79 -1.33 -1.73 0.31
C 4.80 -0.64 -2.39 -0.91
C 3.51 -1.13 -2.34 1.22
Cl 2.27 -0.22 -3.19 -0.26
C 3.14 -2.31 -1.67 -0.37
O 1.92 -2.81 -1.62 -0.93
C 4.20 -2.97 -1.02 0.51
Cl 3.85 -4.44 -0.17 -0.20
C 5.50 -2.50 -1.05 -0.73
H 5.02 0.28 -2.92 0.47
H 6.28 -3.05 -0.54 0.45
N -0.91 -0.12 -2.66 -0.59
C -1.34 0.95 -2.78 0.78
C -1.85 2.23 -2.92 0.03
C -3.24 2.45 -3.09 0.17
N -4.37 2.62 -3.22 -0.60
C -0.92 3.30 -2.83 0.11
N -0.15 4.15 -2.78 -0.57
```

Results
Net charge: 0
Frontier orbital gap (alpha / beta), eV: 7.315 / 5.492
ΔE to the lowest compared entry with this formula, charge and spin, kcal per mole: 4.58
⟨S²⟩: 0.76
Total energy, Eh: -5335.8934
2S+1: 2



(2)
DFT (ωB97M-V/def2-TZVPD) results for a cluster of 2 separate species, C2H10N2S2 in total in a non-equilibrium geometry.

```
16
Properties=species:S:1:pos:R:3:mulliken_charge:R:1
C -2.48 0.20 -1.01 -0.64
S -2.93 0.61 0.72 -0.41
S -1.83 -0.68 2.01 -0.60
H -1.68 0.87 -1.31 0.15
H -2.15 -0.83 -0.99 0.22
H -3.37 0.30 -1.62 0.27
H -0.86 0.15 2.41 0.05
N 2.76 0.25 0.30 -0.68
C 1.30 0.20 0.16 -0.15
N 0.83 -0.94 -0.62 -0.48
H 3.24 0.64 -0.50 0.23
H 2.98 0.90 1.06 0.25
H 0.84 1.10 -0.28 0.27
H 0.92 0.08 1.16 0.10
H 1.42 -1.07 -1.43 0.19
H 1.01 -1.77 -0.07 0.25
```

Results
Net charge: -1
Frontier orbital gap (alpha / beta), eV: 3.171 / 7.543
ΔE to the lowest compared entry with this formula, charge and spin, kcal per mole: 14.51
⟨S²⟩: 0.75
Total energy, Eh: -988.0419
2S+1: 2